No. 1
A gas-phase ion, C3H3OS (charge +1) at a distorted geometry, computed with the ωB97M-V functional and the def2-TZVPD basis.

Geometry as XYZ:
```
8
Properties=species:S:1:pos:R:3:forces:R:3
C -0.744 0.127 0.058 1.791 -0.830 0.040
C 0.189 1.139 -0.003 1.336 1.158 -0.327
C -0.128 -1.122 0.042 0.363 3.156 -0.240
O 1.188 -1.053 0.038 -0.066 -0.735 0.063
S 1.736 0.488 0.044 -0.403 -0.179 -0.192
H -1.766 0.151 0.143 -2.264 0.675 -0.138
H 0.212 2.256 -0.186 -0.788 -1.390 0.591
H -0.688 -1.985 -0.136 0.031 -1.854 0.203
```
Forces are in eV/Å.

As for the frontier orbital gap: 9.97 eV. The calculation puts the relative energy (zero: lowest compared OMol25 entry of this formula, charge and spin) at 2.7 kcal per mole. The calculated total energy is -589.2143 Eh. As for the total charge: +1. As for the LUMO energy: -6.20 eV.

Atom charges from the Löwdin analysis, given in e for atoms 1 to 2: -0.064, -0.253

=====

No. 2
C6H9N in the gas phase at a distorted geometry, computed with the ωB97M-V functional and the def2-TZVPD basis.

Geometry as XYZ:
```
16
Properties=species:S:1:pos:R:3:forces:R:3
C 1.957 -0.999 0.166 0.959 -0.125 1.583
C 1.080 0.279 1.076 -0.310 -1.594 -1.991
C -0.087 0.207 1.894 0.128 -0.426 -0.287
C -1.221 0.303 1.060 -0.042 0.069 0.267
C -0.796 0.344 -0.261 -0.115 0.889 -0.037
C -1.522 0.439 -1.557 -0.246 0.156 -0.110
N 0.533 0.403 -0.206 -1.449 1.919 -0.639
H 2.925 -0.540 0.088 0.653 -0.445 0.204
H 1.854 -1.782 0.884 0.708 -0.656 0.385
H 1.712 -1.442 -0.849 -0.579 1.004 1.236
H -0.143 0.175 2.982 0.279 -0.219 -0.424
H -2.257 0.445 1.346 0.145 -0.233 0.136
H -1.438 -0.473 -2.163 0.015 0.135 0.199
H -2.580 0.621 -1.369 0.014 -0.019 -0.105
H -1.137 1.273 -2.153 -0.103 -0.104 0.017
H 1.121 0.749 -0.940 -0.056 -0.351 -0.437
```
Forces are in eV/Å.

As for the frontier orbital gap: 8.69 eV. The calculation puts the relative energy (zero: lowest compared OMol25 entry of this formula, charge and spin) at 92.7 kcal per mole. The structure (SMILES) is Cc1ccc(C)[nH]1. The calculated total energy is -288.6344 Eh. As for the total charge: 0. As for the LUMO energy: 0.86 eV.

Atom charges from the Löwdin analysis, given in e for atoms 1 to 2: -0.007, -0.149

=====

No. 3
3 unconnected molecules or ions with the total composition C5H9ClNO4S at a distorted geometry, computed with the ωB97M-V functional and the def2-TZVPD basis.

Geometry as XYZ:
```
21
Properties=species:S:1:pos:R:3:forces:R:3
C 1.439 0.592 -0.837 -2.597 0.442 1.280
C -2.638 1.085 -1.577 2.034 0.269 -1.538
C 1.625 0.103 0.574 -0.408 -2.273 1.798
C 2.577 -1.076 0.720 -2.364 -0.996 0.671
C 2.221 -2.257 1.204 -0.314 0.312 -0.109
N 1.798 -3.383 1.456 -0.527 0.094 0.122
O 1.978 0.095 -1.778 0.495 0.277 -0.712
O 0.512 1.585 -0.962 0.917 -0.414 -1.730
O -2.804 -1.482 -1.031 -0.184 0.205 0.342
O -2.176 0.020 0.856 0.514 1.523 0.313
S -1.893 -0.379 -0.694 0.272 0.843 -0.007
Cl -0.448 2.461 1.627 -0.563 0.036 0.177
H -2.888 0.544 -2.490 -0.531 0.084 -0.073
H -3.523 1.471 -1.086 0.098 0.162 0.143
H -1.851 1.867 -2.001 -1.555 -1.446 1.675
H 2.040 0.894 1.170 -0.160 0.636 0.345
H 0.729 -0.317 1.156 0.509 1.542 -1.379
H -1.674 0.920 1.166 -0.624 -1.654 -0.737
H 3.514 -0.948 0.358 2.966 0.169 -0.733
H 1.520 -3.737 2.389 0.874 0.749 -0.596
H -0.057 1.941 -0.220 1.149 -0.560 0.747
```
Forces are in eV/Å.

As for the frontier orbital gap: 8.99 eV. The calculation puts the relative energy (zero: lowest compared OMol25 entry of this formula, charge and spin) at 14.8 kcal per mole. The calculated total energy is -1410.0522 Eh. As for the total charge: -1. As for the LUMO energy: 3.33 eV.

Atom charges from the Löwdin analysis, given in e for atoms 1 to 2: -0.558, -0.231

=====

No. 4
A gas-phase ion, CH3ClO3P (charge -1) at a distorted geometry, computed with the ωB97M-V functional and the def2-TZVPD basis.

Geometry as XYZ:
```
9
Properties=species:S:1:pos:R:3:forces:R:3
C -0.167 -0.341 -0.952 -0.137 2.865 1.427
O 1.710 1.445 0.244 -0.852 -0.905 -0.301
O 1.380 -0.955 1.204 -0.270 0.129 -0.670
O -1.968 0.080 1.184 -0.178 0.120 0.433
P 0.866 0.213 0.434 2.487 -0.010 -0.206
Cl -0.674 0.940 1.625 -1.661 0.627 0.616
H -0.635 0.401 -1.559 -0.344 1.076 0.073
H 0.393 -0.840 -1.608 2.681 -2.363 -2.381
H -0.905 -0.943 -0.573 -1.726 -1.539 1.008
```
Forces are in eV/Å.

As for the frontier orbital gap: 8.77 eV. The calculation puts the relative energy (zero: lowest compared OMol25 entry of this formula, charge and spin) at 49.3 kcal per mole. The calculated total energy is -1067.2044 Eh. As for the total charge: -1. As for the LUMO energy: 4.03 eV.

Atom charges from the Löwdin analysis, given in e for atoms 1 to 2: -0.192, -0.443

=====

No. 5
2 unconnected molecules or ions with the total composition C2HCl2NO3 at a distorted geometry, computed with the ωB97M-V functional and the def2-TZVPD basis.

Geometry as XYZ:
```
9
Properties=species:S:1:pos:R:3:forces:R:3
C -1.257 -0.572 0.053 0.071 1.457 0.350
C -0.750 -1.576 -0.753 0.754 -1.562 -3.705
N 1.825 2.022 0.823 -4.424 -1.827 -1.832
O -1.886 -0.683 1.043 -0.664 0.214 1.129
O 1.972 2.342 1.894 1.636 1.856 5.274
O 2.381 1.934 -0.172 2.920 0.014 -3.385
Cl -0.785 1.047 -0.642 -0.329 -0.250 0.214
Cl -1.049 -3.230 -0.418 0.258 0.981 -0.083
H -0.451 -1.282 -1.827 -0.222 -0.884 2.038
```
Forces are in eV/Å.

As for the frontier orbital gap (spin up / spin down): 9.42 / 7.01 eV. The calculation puts the relative energy (zero: lowest compared OMol25 entry of this formula, charge and spin) at 70.4 kcal per mole. The calculated total energy is -1277.4847 Eh. As for the total charge: 0. As for the LUMO energy (spin up / spin down): -0.61 / -2.38 eV.

Atom charges from the Löwdin analysis, given in e for atoms 1 to 2: -0.910, -0.543

=====

No. 6
C7H9N2OPS2 in the gas phase, computed with the ωB97M-V functional and the def2-TZVPD basis.

Geometry as XYZ:
```
22
Properties=species:S:1:pos:R:3:forces:R:3
C -0.930 -0.248 -2.866 -0.028 0.041 -0.107
C -0.468 -1.555 -2.917 -0.017 0.024 0.051
C -0.572 0.571 -1.815 0.214 -0.067 0.214
C 0.320 -2.055 -1.893 -0.004 -0.032 -0.033
C 0.243 0.082 -0.792 -0.144 -0.364 -0.464
C 0.662 -1.253 -0.822 0.044 0.511 0.014
C 0.646 0.919 0.339 -0.072 0.609 -0.015
N -0.140 1.202 3.818 0.001 -0.414 -0.364
N 0.624 2.249 0.229 -0.056 -0.199 -0.034
O 1.021 0.413 1.423 0.191 -0.121 -0.027
P -0.404 0.068 2.784 -0.300 0.151 0.347
S 0.638 -1.598 3.473 -0.461 -0.321 -0.361
S -1.976 -0.260 1.671 0.578 0.003 0.462
H -1.571 0.134 -3.646 -0.042 0.002 -0.055
H -0.733 -2.183 -3.754 -0.035 -0.077 -0.058
H -0.966 1.576 -1.769 -0.057 0.086 -0.025
H 0.673 -3.073 -1.929 0.013 -0.131 0.001
H -0.811 1.952 3.748 -0.204 0.213 -0.005
H 0.308 2.712 -0.605 0.090 -0.038 0.024
H 0.829 2.796 1.052 -0.006 -0.081 -0.014
H 1.332 -0.817 4.287 0.272 0.223 0.334
H 1.275 -1.631 -0.018 0.023 -0.019 0.114
```
Forces are in eV/Å.

As for the frontier orbital gap: 7.97 eV. The calculated total energy is -1594.6664 Eh. As for the total charge: 0. As for the LUMO energy: -0.51 eV.

Atom charges from the Löwdin analysis, given in e for atoms 1 to 2: -0.068, -0.064

=====

No. 7
2 unconnected molecules or ions with the total composition C5H13NO2 at a distorted geometry, computed with the ωB97M-V functional and the def2-TZVPD basis.

Geometry as XYZ:
```
21
Properties=species:S:1:pos:R:3:forces:R:3
C -0.652 1.436 -0.274 -0.045 1.859 0.153
N 0.041 0.347 -0.828 0.280 -0.963 0.503
C -0.519 -0.953 -0.603 -0.526 -1.234 -0.379
C -0.170 -1.489 0.796 -0.061 0.899 0.948
C 1.407 0.553 -1.223 0.530 0.240 0.324
C 2.386 0.715 -0.036 0.205 0.146 0.485
O -0.149 2.530 -0.252 0.239 -0.352 -0.215
H -1.642 1.303 0.147 -0.293 -0.815 -0.223
H -1.603 -0.943 -0.746 -0.019 0.524 0.312
H -0.191 -1.686 -1.334 0.637 0.289 -0.294
H 0.869 -1.352 1.079 0.276 -0.547 -0.514
H -0.643 -0.881 1.568 -0.492 -0.047 -0.046
H -0.506 -2.516 0.914 0.138 -0.014 -0.166
H 1.394 1.469 -1.771 0.154 0.802 -0.424
H 1.814 -0.230 -1.831 -0.500 -0.671 -0.409
H 2.041 1.460 0.674 -0.148 0.008 0.078
H 3.353 1.067 -0.397 -0.178 -0.044 -0.317
H 2.573 -0.231 0.469 -0.130 0.005 -0.031
H -3.527 -0.944 1.163 -0.171 0.068 0.108
H -2.744 0.336 1.468 -0.440 -0.162 0.323
O -3.533 0.010 1.016 0.546 0.010 -0.216
```
Forces are in eV/Å.

As for the frontier orbital gap (spin up / spin down): 11.60 / 6.81 eV. The calculation puts the relative energy (zero: lowest compared OMol25 entry of this formula, charge and spin) at 22.5 kcal per mole. As for the spin multiplicity: 2. The calculated total energy is -403.2080 Eh. As for the total charge: +1. As for the LUMO energy (spin up / spin down): -3.80 / -8.57 eV.

Atom charges from the Löwdin analysis, given in e for atoms 1 to 2: -0.172, 0.051

=====

No. 8
A molecular structure, C13H33AgO9P2 at a distorted geometry, computed with the ωB97M-V functional and the def2-TZVPD basis.

Geometry as XYZ:
```
58
Properties=species:S:1:pos:R:3:forces:R:3
Ag 0.210 1.357 12.206 -0.102 0.034 0.527
C 0.289 4.630 11.565 -0.077 -0.629 0.617
O 1.038 3.496 11.794 0.138 0.303 -0.267
H 0.855 5.356 10.981 -0.083 0.077 -0.102
H -0.713 4.386 11.208 0.034 0.212 -0.295
H 0.153 5.062 12.578 0.080 0.110 -0.093
C 2.452 0.993 18.873 -0.286 -0.945 0.072
C 1.081 1.184 18.234 -0.162 1.158 0.454
O 1.001 0.802 16.846 -0.559 -0.663 0.365
P 1.754 1.502 15.682 0.328 -0.211 -0.093
O 1.051 1.404 14.400 -0.268 -0.252 -0.461
O 1.970 2.961 16.200 0.141 0.300 -0.025
C 2.159 4.009 15.242 0.211 1.090 -0.581
C 2.626 5.263 15.947 -0.285 -0.085 0.640
O 3.202 0.903 15.641 0.373 0.146 0.194
C 3.444 -0.472 15.285 -0.172 -0.378 -0.762
C 4.658 -0.986 16.014 0.034 0.548 0.260
H 2.429 0.132 19.546 -0.038 0.117 0.091
H 3.189 0.715 18.124 0.151 0.467 -0.032
H 2.749 1.862 19.451 0.161 0.086 -0.153
H 0.295 0.675 18.787 0.052 -0.509 -0.384
H 0.776 2.233 18.278 0.227 0.029 -0.062
H 2.868 3.742 14.453 0.061 -0.371 0.223
H 1.216 4.228 14.732 -0.112 -0.285 0.176
H 3.589 5.146 16.443 0.091 -0.107 -0.209
H 2.670 6.105 15.259 0.074 -0.068 -0.099
H 1.912 5.519 16.736 -0.015 0.044 -0.093
H 2.543 -1.072 15.436 0.048 0.043 0.405
H 3.617 -0.513 14.205 0.070 0.172 0.047
H 4.858 -2.015 15.728 0.054 -0.031 0.037
H 5.512 -0.354 15.767 0.058 -0.170 -0.155
H 4.547 -0.906 17.096 -0.169 -0.246 -0.015
C -4.907 5.025 12.381 -0.393 -0.230 -0.458
C -3.780 4.054 12.166 0.368 0.235 0.180
O -4.102 2.803 12.821 -0.057 -0.036 -0.279
P -3.063 2.082 13.738 0.118 -0.016 0.318
O -1.654 2.119 13.315 0.259 0.056 -0.542
O -3.582 0.614 13.859 -0.438 0.259 -0.038
C -4.996 0.355 14.110 -0.332 -0.587 -0.422
C -5.407 0.545 15.548 0.208 -0.220 -0.074
O -3.256 2.795 15.127 -0.012 0.305 0.109
C -2.204 2.714 16.116 0.701 -0.058 -0.093
C -2.816 2.707 17.483 0.121 0.603 0.538
H -5.090 5.194 13.439 0.121 0.134 0.026
H -4.698 5.958 11.858 0.079 0.089 0.186
H -5.823 4.626 11.940 0.002 -0.012 0.077
H -3.592 3.832 11.116 -0.222 -0.040 -0.044
H -2.844 4.456 12.566 -0.060 -0.115 0.147
H -5.627 0.902 13.408 0.269 0.329 0.049
H -5.114 -0.687 13.819 0.135 -0.087 0.160
H -5.583 1.579 15.833 0.061 0.067 -0.071
H -6.326 -0.024 15.689 -0.014 0.053 0.170
H -4.622 0.118 16.173 -0.166 -0.002 0.183
H -1.573 1.845 15.915 -0.237 -0.194 0.095
H -1.528 3.568 16.000 -0.242 0.098 -0.139
H -3.599 1.959 17.567 0.022 -0.023 0.147
H -2.053 2.571 18.253 0.071 -0.463 -0.166
H -3.197 3.699 17.740 -0.420 -0.128 -0.287
```
Forces are in eV/Å.

As for the frontier orbital gap (spin up / spin down): 10.17 / 8.21 eV. The calculation puts the relative energy (zero: lowest compared OMol25 entry of this formula, charge and spin) at 0.0 kcal per mole. As for the spin multiplicity: 2. The calculated total energy is -2021.8932 Eh. As for the total charge: +1. As for the LUMO energy (spin up / spin down): -3.17 / -5.08 eV.

Atom charges from the Löwdin analysis, given in e for atoms 1 to 2: 0.770, -0.153

=====

Number 1: molar mass 87.12 g/mol. Number 2: molar mass 95.14 g/mol. Number 3: molar mass 214.65 g/mol. Number 4: molar mass 129.46 g/mol. Number 5: molar mass 157.94 g/mol. Number 6: molar mass 232.27 g/mol. Number 7: molar mass 119.16 g/mol. Number 8: molar mass 503.21 g/mol.